Computed, not measured: a cluster of 3 separate species, C48H84Br2N7O5S2 in total at a distorted geometry, with ωB97M-V/def2-TZVPD.

XYZ file:
```
148
Properties=species:S:1:pos:R:3:forces:R:3
C -5.01938 0.79312 -1.29083 1.48 0.54 -0.36
C -4.03772 1.44522 -0.95342 -0.52 0.02 0.15
C -2.77373 2.26482 -0.60225 -0.88 -1.22 -1.25
C -1.54068 1.41228 -1.12229 0.21 0.30 0.65
C -0.27862 1.70041 -0.23209 -0.19 0.14 0.42
C 1.09893 1.27452 -0.84486 0.24 3.29 -0.19
C 2.40900 1.68934 -0.01867 -0.75 -0.91 2.25
C 2.62438 3.23817 0.01900 -0.90 0.33 0.59
C 2.71843 3.75869 1.52811 -0.70 1.10 -0.77
C 1.32019 4.38234 1.94065 0.04 -0.27 0.18
O 1.24384 4.56734 3.36917 -0.62 -0.60 -0.70
C 0.07867 3.90474 3.88822 -0.14 -0.10 0.62
C 3.60609 0.66179 -0.35837 -1.70 -0.63 -1.97
N 3.89419 -0.45306 0.56468 0.15 1.04 0.73
C 4.90467 1.43873 -0.75132 0.97 0.37 1.29
Br 5.38587 1.84996 -2.62679 -0.81 -0.34 1.16
C 5.79662 1.94289 0.17182 -0.09 0.00 -1.91
C 7.07682 2.73724 -0.27970 -0.33 -0.23 0.94
Br 5.55358 1.77020 2.09470 0.29 0.16 -1.12
C 2.82148 -0.06280 -1.57051 2.64 1.89 -2.48
C 3.55117 -1.10423 -2.48849 -0.09 -0.52 0.21
C 3.50663 -2.63510 -2.22031 0.32 -1.25 -0.85
C 2.36159 -3.42494 -2.99534 0.84 0.17 -0.27
C 2.48004 -3.30108 -4.55614 -0.81 0.09 -0.13
O 1.38522 -4.03127 -5.16994 0.47 0.20 0.63
N 1.34667 -0.17510 -1.22702 -0.04 1.13 2.16
C 0.87058 -0.88528 0.01119 -0.73 -2.82 1.50
C 1.31913 -2.35571 0.27321 -0.61 -0.63 1.17
C 0.42529 -2.82426 1.51716 0.32 -0.20 -1.37
C -1.04876 -3.18515 1.11275 -0.38 0.13 1.63
C -1.68318 -3.96273 2.35164 0.42 0.76 0.70
C -2.91475 -3.19838 2.95530 -0.39 -1.13 -0.22
C -4.08765 -3.28300 1.90008 0.89 -0.24 0.37
S -5.26248 -1.87084 1.91454 0.17 0.84 0.23
C -4.33678 -0.35616 2.20896 2.36 0.50 -0.21
N -2.99823 -0.04644 2.11002 -3.75 -0.86 0.31
N -2.93556 1.24052 2.48415 -1.14 3.06 0.88
C -4.14685 1.77358 2.77344 3.34 -3.82 -1.36
O -5.04031 0.72850 2.60314 -0.57 0.37 0.20
N 0.50093 -0.74616 -2.22665 0.07 1.63 -2.63
C 0.46266 -0.09294 -3.30062 1.15 0.17 -1.70
S 0.63332 0.60680 -4.74064 -0.76 -1.37 2.95
H -5.75892 0.17704 -1.82830 0.68 0.76 0.95
H -2.69753 2.49691 0.48304 -0.15 -0.20 -0.89
H -2.82354 3.19003 -1.22708 0.04 -0.48 0.85
H -1.37042 1.72325 -2.19018 -0.02 -0.60 0.92
H -1.78302 0.32774 -1.03840 0.07 0.80 -0.37
H -0.23083 2.82010 -0.11391 0.21 -1.04 -0.21
H -0.45170 1.31999 0.81431 0.14 0.19 -1.01
H 1.17466 2.02158 -1.69096 -0.06 -1.68 -0.18
H 2.15183 1.43084 1.04369 0.16 0.23 -0.67
H 3.43038 3.64991 -0.62808 -0.37 -0.65 0.47
H 1.66928 3.70541 -0.36354 0.97 -0.43 0.09
H 3.43774 4.61651 1.55622 -0.31 -0.96 0.26
H 3.00742 2.95939 2.24438 -0.16 0.69 -0.54
H 0.45969 3.72131 1.66693 0.81 0.32 -0.12
H 1.14625 5.36119 1.41017 0.28 -0.82 0.48
H -0.86932 4.43420 3.61303 0.73 -0.36 0.02
H 0.14416 3.89030 5.00140 0.10 0.14 -0.84
H 0.01557 2.83610 3.54832 0.07 0.84 0.14
H 4.90870 -0.59337 0.54383 -0.47 -0.14 0.20
H 3.65920 -0.19501 1.52923 0.25 -0.11 -0.40
H 7.65223 2.15572 -1.04065 -0.60 0.54 0.57
H 7.74276 2.90913 0.59847 -0.58 -0.18 -0.65
H 6.78783 3.74391 -0.68121 0.20 -0.98 0.21
H 2.82896 0.82892 -2.27847 -0.49 -1.02 0.46
H 3.19227 -0.92087 -3.53965 0.29 -0.19 1.02
H 4.63432 -0.80295 -2.51507 -1.13 -0.05 0.26
H 3.58969 -2.96132 -1.15140 -0.37 0.66 -0.87
H 4.44677 -3.06231 -2.68165 -0.78 0.53 0.44
H 1.33337 -3.09084 -2.71893 0.72 -0.21 -0.05
H 2.47091 -4.51679 -2.75903 -0.22 0.96 -0.09
H 2.37321 -2.24732 -4.93383 0.35 -0.70 0.58
H 3.41905 -3.72638 -4.98015 -0.57 0.28 0.54
H 0.68990 -4.08437 -4.49864 0.09 -0.06 -0.34
H 1.00691 -0.35218 0.97678 0.44 0.15 -1.15
H -0.24212 -0.98733 -0.11194 1.11 0.55 -0.08
H 1.08431 -3.08112 -0.53913 0.31 0.81 0.28
H 2.36983 -2.48332 0.61346 -0.64 0.49 -0.66
H 0.88220 -3.75420 1.94773 -0.25 0.97 -0.28
H 0.47214 -1.98931 2.26389 -0.33 -0.92 -0.27
H -1.65782 -2.24618 1.01714 0.55 -0.75 -0.30
H -1.14301 -3.81055 0.19464 0.41 0.59 0.52
H -1.91176 -5.03133 2.12533 0.00 0.83 0.05
H -0.90876 -3.99105 3.16962 -0.68 -0.12 -0.78
H -2.67083 -2.16003 3.28222 -0.05 -0.83 -0.61
H -3.26271 -3.74616 3.87106 0.32 0.54 -0.71
H -4.69148 -4.19373 2.16306 0.17 1.10 -0.28
H -3.70453 -3.47286 0.86553 -0.28 0.51 0.83
H -4.32372 2.81660 3.07652 -0.50 -1.05 -0.22
C -4.90091 8.00418 -1.15459 0.00 0.26 -0.33
C -4.00636 7.35933 -0.06598 -2.00 0.30 -0.54
C -3.99361 8.24415 1.19511 0.48 0.16 0.16
C -3.15062 9.50623 1.04855 -0.02 0.01 -0.06
C -1.74409 9.16319 0.56913 -0.33 -0.18 0.43
C -1.73943 8.31435 -0.71147 0.78 1.48 -1.47
N -2.63737 7.12819 -0.61556 1.31 -0.94 3.26
O -2.03151 6.22239 0.14633 -0.54 0.31 -1.31
C -2.15078 9.19713 -1.90941 -0.34 0.13 -0.06
C -0.28641 7.91507 -1.03086 -0.06 -0.62 0.30
C -4.72254 6.04601 0.29208 0.63 -0.47 0.11
H -5.91736 7.60771 -1.13262 0.10 -0.04 0.21
H -4.99599 9.08518 -1.04223 0.11 -0.03 -0.05
H -4.52632 7.79676 -2.15956 0.06 0.03 0.11
H -3.60395 7.66990 2.04334 0.04 -0.12 -0.14
H -5.01661 8.52337 1.46076 -0.05 -0.17 -0.18
H -3.62825 10.21103 0.36166 0.02 -0.04 -0.01
H -3.09123 10.01774 2.01225 -0.02 0.00 -0.04
H -1.18452 10.08777 0.40723 0.06 -0.12 -0.22
H -1.22321 8.62853 1.37135 -0.02 -0.14 -0.12
H -2.22933 8.60471 -2.82394 -0.02 -0.03 0.08
H -1.40387 9.97300 -2.08943 0.07 -0.14 0.14
H -3.09254 9.72195 -1.76225 -0.02 -0.10 -0.01
H 0.19078 7.38121 -0.20742 -0.16 -0.08 -0.03
H 0.32194 8.80166 -1.21929 -0.27 0.08 0.00
H -0.23866 7.28496 -1.92267 -0.05 0.00 0.05
H -4.74722 5.36510 -0.56301 0.02 0.04 0.02
H -5.75374 6.23778 0.59377 0.09 0.27 -0.14
H -4.25306 5.52820 1.13033 0.17 0.03 -0.14
C 1.91626 -7.03887 -1.25590 -0.17 -0.05 -0.42
C 1.77461 -7.36788 0.25019 1.31 0.62 -1.41
C 2.45810 -8.71098 0.56825 -0.30 -0.38 0.20
C 1.67066 -9.92540 0.08773 -0.03 0.04 -0.06
C 0.23303 -9.87264 0.59422 0.50 0.04 0.24
C -0.47372 -8.55285 0.24817 -1.47 -0.73 -1.53
N 0.33119 -7.35646 0.62606 0.61 -1.24 3.30
O 0.24254 -7.21335 1.94613 -0.18 0.61 -1.40
C -0.79050 -8.52542 -1.26282 0.28 0.03 -0.26
C -1.86215 -8.54901 0.91508 0.23 0.36 0.58
C 2.57399 -6.26225 0.95256 -0.41 0.16 0.73
H 2.77624 -6.39386 -1.44747 0.06 -0.13 0.21
H 2.05846 -7.92316 -1.87867 -0.13 0.02 0.02
H 1.04761 -6.49133 -1.63112 -0.01 -0.11 0.07
H 2.60208 -8.80263 1.65046 -0.11 0.16 -0.01
H 3.45764 -8.73204 0.12544 -0.06 0.24 -0.04
H 1.68935 -9.98925 -1.00441 -0.02 0.03 0.02
H 2.15102 -10.83680 0.45130 0.00 0.04 -0.04
H -0.32478 -10.71588 0.17977 -0.17 0.19 -0.04
H 0.24032 -10.01686 1.68010 -0.05 0.18 -0.01
H -1.22686 -7.56680 -1.55428 0.05 -0.01 0.06
H -1.51475 -9.30151 -1.51780 0.02 0.02 0.21
H 0.07612 -8.71093 -1.89472 0.01 0.09 0.04
H -1.80732 -8.68975 1.99523 0.11 0.15 -0.06
H -2.47576 -9.36419 0.52708 0.22 0.03 -0.17
H -2.39117 -7.61304 0.71694 0.07 -0.01 0.01
H 2.12363 -5.28070 0.77607 -0.02 -0.04 -0.01
H 3.59968 -6.22865 0.57955 -0.15 -0.19 -0.21
H 2.65042 -6.41605 2.02976 -0.23 0.01 -0.04
```
Forces are in eV/Å.

For the gap between HOMO and LUMO (spin up / spin down), the calculation gives 6.6 / 6.8 eV. The total energy is -233543.323 eV. Its charge is +1. Its expectation value of S² is 2.009. As for the spin multiplicity: 3.

Results of the Löwdin charge analysis, in e, for atoms 1 through 8: C 0.09; C -0.13; C -0.18; C -0.18; C -0.14; C -0.20; C -0.16; C -0.12